Entry 1:
C18H17N3O in the gas phase. Source: OMol25; level of theory: the ωB97M-V functional and the def2-TZVPD basis.

The geometry in XYZ format:
```
39
C18H17N3O (the ωB97M-V functional and the def2-TZVPD basis)
C -1.15 -3.71 0.06
C -1.88 -2.62 0.08
C -1.77 -1.52 -0.93
N -2.10 -0.23 -0.38
C -1.29 0.82 -0.05
N 0.09 0.82 -0.17
C 0.93 -0.15 0.33
O 0.54 -1.19 0.82
C 2.38 0.18 0.18
C 3.27 -0.45 1.05
C 4.62 -0.19 0.96
C 5.12 0.68 0.00
C 6.59 0.98 -0.09
C 4.23 1.29 -0.88
C 2.87 1.04 -0.79
N -1.93 1.89 0.34
C -3.26 1.55 0.30
C -4.39 2.30 0.61
C -5.62 1.68 0.46
C -5.74 0.37 0.02
C -4.62 -0.39 -0.29
C -3.39 0.22 -0.15
H -1.27 -4.49 0.79
H -0.39 -3.88 -0.69
H -2.63 -2.46 0.85
H -0.76 -1.48 -1.35
H -2.48 -1.71 -1.75
H 0.45 1.75 -0.24
H 2.88 -1.13 1.78
H 5.31 -0.67 1.64
H 6.83 1.81 0.58
H 6.87 1.26 -1.10
H 7.17 0.12 0.22
H 4.60 1.96 -1.64
H 2.20 1.51 -1.50
H -4.30 3.31 0.95
H -6.52 2.23 0.70
H -6.72 -0.07 -0.08
H -4.72 -1.41 -0.63
```

HOMO energy   -8.18 eV
Energy relative to the best compared isomer or geometry (same formula, charge and spin)   43.77 kJ/mol
Kohn-Sham gap   8.604 eV
Total charge   0
SMILES   C=CCn1c(NC(=O)c2ccc(C)cc2)nc2ccccc21

Atomic partial charges in e from the Löwdin method, atoms 1 to 5:
1. C 0.005
2. C -0.166
3. C -0.136
4. N 0.039
5. C -0.312

Entry 2:
C55H39Cl7N4O6STi as an isolated structure. Source: OMol25; level of theory: the ωB97M-V functional and the def2-TZVPD basis.

The geometry in XYZ format:
```
113
C55H39Cl7N4O6STi (the ωB97M-V functional and the def2-TZVPD basis)
Ti -0.21 -0.88 0.21
O 0.12 1.59 1.98
C -0.51 2.64 1.26
C -0.96 2.12 -0.14
O -1.30 2.87 -1.03
O -1.05 0.83 -0.20
C -1.80 2.99 2.02
C -1.84 4.02 2.95
C -3.00 4.31 3.64
C -4.16 3.58 3.40
C -4.13 2.55 2.48
C -2.96 2.25 1.80
C 0.42 3.85 1.20
C 0.22 4.91 0.30
C 1.09 5.98 0.28
C 2.16 6.05 1.16
C 2.34 5.02 2.08
C 1.48 3.94 2.09
H 0.99 1.44 1.57
H -0.95 4.61 3.13
H -3.01 5.12 4.36
H -5.07 3.82 3.93
H -5.02 1.96 2.29
H -2.95 1.43 1.09
H -0.61 4.86 -0.39
H 0.93 6.78 -0.44
H 2.83 6.90 1.15
H 3.15 5.07 2.80
H 1.62 3.15 2.82
C 3.80 -2.70 0.04
C 3.90 -3.40 1.24
C 2.99 -3.13 2.24
C 1.97 -2.20 2.04
C 1.77 -1.58 0.80
C 2.75 -1.83 -0.17
C 1.17 -1.71 3.18
C 1.80 -1.68 4.46
C 1.19 -1.05 5.50
C -0.08 -0.45 5.29
C -0.76 0.24 6.32
C -1.99 0.78 6.08
C -2.58 0.65 4.81
C -1.93 -0.01 3.80
C -0.66 -0.57 4.01
N -0.02 -1.19 2.97
H 4.53 -2.87 -0.75
H 4.68 -4.14 1.39
H 3.08 -3.65 3.19
H 2.68 -1.33 -1.13
H 2.79 -2.10 4.57
H 1.67 -0.97 6.47
H -0.29 0.32 7.29
H -2.52 1.32 6.87
H -3.55 1.08 4.62
H -2.38 -0.15 2.83
Cl 1.46 -3.40 -6.88
C 1.12 -2.74 -5.32
C 0.95 -3.57 -4.22
Cl 1.08 -5.28 -4.43
C 0.66 -3.04 -2.97
Cl 0.41 -4.05 -1.60
C 0.54 -1.65 -2.77
O 0.23 -1.14 -1.64
C 0.74 -0.82 -3.90
Cl 0.62 0.87 -3.63
C 1.02 -1.36 -5.14
Cl 1.23 -0.31 -6.50
Cl -2.24 -6.56 -2.08
C -3.65 -6.06 -2.96
C -4.49 -7.04 -3.44
C -5.62 -6.70 -4.16
C -5.89 -5.36 -4.37
C -5.05 -4.37 -3.87
Cl -5.60 -2.74 -4.14
C -3.86 -4.68 -3.17
N -2.93 -3.78 -2.71
C -2.92 -2.37 -2.90
C -2.40 -1.86 -4.08
C -2.40 -0.50 -4.31
C -2.91 0.36 -3.34
C -3.41 -0.16 -2.16
C -3.42 -1.53 -1.92
C -3.92 -2.07 -0.61
C -2.84 -1.99 0.48
O -3.13 -1.67 1.62
O -1.65 -2.25 0.04
H -4.24 -8.07 -3.23
H -6.28 -7.46 -4.55
H -6.77 -5.05 -4.90
H -2.31 -4.13 -1.98
H -1.99 -2.55 -4.81
H -1.98 -0.10 -5.22
H -2.88 1.43 -3.49
H -3.78 0.51 -1.39
H -4.19 -3.13 -0.73
H -4.80 -1.53 -0.26
C 5.64 5.11 0.41
C 5.44 3.73 -0.11
C 6.44 2.88 -0.49
C 6.05 1.59 -0.95
N 4.81 1.19 -1.04
C 3.80 2.02 -0.66
S 2.21 1.62 -0.71
N 4.16 3.29 -0.22
C 7.10 0.60 -1.35
H 6.68 5.41 0.31
H 5.36 5.15 1.46
H 5.01 5.82 -0.13
H 7.47 3.18 -0.44
H 3.39 3.87 0.08
H 8.06 1.08 -1.55
H 6.77 0.04 -2.22
H 7.24 -0.12 -0.53
```

HOMO energy (spin up / spin down)   -4.58 / -5.37 eV
Energy relative to the best compared isomer or geometry (same formula, charge and spin)   66.65 kJ/mol
Kohn-Sham gap (spin up / spin down)   6.432 / 7.224 eV
Total charge   -1
2S+1   2
Expectation value of S²   0.7532

Atomic partial charges in e from the Löwdin method, atoms 1 to 5:
1. Ti 1.090
2. O -0.027
3. C -0.319
4. C -0.586
5. O 0.082

Entry 3:
A 12-piece molecular cluster, C54H66F6O6 overall in a non-equilibrium geometry. Source: OMol25; level of theory: the ωB97M-V functional and the def2-TZVPD basis.

The geometry in XYZ format:
```
132
C54H66F6O6 (the ωB97M-V functional and the def2-TZVPD basis)
F -1.95 -1.40 26.34
C -1.83 -1.58 27.66
C -1.30 -2.74 28.14
C -0.79 -2.70 29.47
C -1.03 -1.66 30.32
C -1.66 -0.52 29.78
C -2.11 -0.48 28.48
H -1.11 -3.50 27.42
H -0.20 -3.57 29.81
H -0.53 -1.61 31.37
H -1.84 0.34 30.39
H -2.60 0.42 28.09
F 0.91 0.62 26.59
C 0.63 1.93 26.59
C 0.37 2.55 27.85
C -0.11 3.90 27.92
C -0.20 4.57 26.72
C 0.07 3.93 25.51
C 0.49 2.62 25.42
H 0.38 1.82 28.67
H -0.49 4.21 28.91
H -0.46 5.62 26.60
H -0.23 4.43 24.61
H 0.74 2.21 24.40
F -2.75 2.53 24.05
C -1.92 1.70 23.50
C -1.59 0.54 24.14
C -0.68 -0.31 23.49
C 0.01 0.06 22.31
C -0.43 1.23 21.71
C -1.37 2.06 22.28
H -2.01 0.31 25.15
H -0.37 -1.19 23.98
H 0.68 -0.62 21.77
H 0.00 1.44 20.77
H -1.56 3.04 21.84
F 4.76 -6.83 21.67
C 3.97 -5.75 21.66
C 2.65 -5.83 21.50
C 1.92 -4.66 21.55
C 2.50 -3.46 21.73
C 3.90 -3.38 21.91
C 4.65 -4.55 21.88
H 2.21 -6.78 21.44
H 0.85 -4.69 21.56
H 1.99 -2.53 21.80
H 4.25 -2.37 22.28
H 5.69 -4.54 22.25
F 5.40 -5.20 27.17
C 4.42 -4.28 27.08
C 3.31 -4.48 27.93
C 2.33 -3.50 27.95
C 2.45 -2.38 27.09
C 3.52 -2.30 26.18
C 4.53 -3.25 26.17
H 3.23 -5.31 28.60
H 1.58 -3.60 28.72
H 1.70 -1.62 27.23
H 3.36 -1.42 25.55
H 5.31 -3.19 25.48
F 0.13 -3.36 23.39
C -0.17 -4.33 24.27
C -1.51 -4.40 24.62
C -1.92 -5.42 25.50
C -1.00 -6.41 25.83
C 0.32 -6.31 25.47
C 0.80 -5.24 24.71
H -2.15 -3.59 24.26
H -2.83 -5.29 26.03
H -1.25 -7.19 26.52
H 1.08 -6.98 25.85
H 1.77 -5.03 24.41
C -6.39 2.25 23.65
C -6.09 0.83 24.11
C -5.36 0.71 25.42
O -6.50 -0.13 23.53
H -5.55 2.46 23.08
H -6.27 2.99 24.44
H -7.28 2.47 23.03
H -6.10 0.78 26.28
H -4.51 1.36 25.53
H -5.03 -0.33 25.39
C -2.54 -1.55 18.80
C -2.70 -2.82 19.65
C -2.86 -2.62 21.15
O -2.62 -3.91 19.14
H -2.01 -1.91 17.90
H -1.88 -0.89 19.34
H -3.47 -1.01 18.72
H -3.88 -2.31 21.28
H -2.24 -1.88 21.60
H -2.87 -3.58 21.64
C 0.90 -2.36 18.43
C 1.76 -1.13 18.67
C 3.09 -1.15 17.98
O 1.47 -0.26 19.43
H 1.45 -3.25 18.71
H 0.49 -2.42 17.41
H 0.04 -2.23 19.09
H 3.05 -1.72 17.09
H 3.83 -1.65 18.59
H 3.31 -0.09 17.83
C -3.11 3.37 18.68
C -1.66 2.87 18.57
C -1.41 1.75 17.62
O -0.79 3.31 19.26
H -3.18 4.37 19.09
H -3.56 2.58 19.31
H -3.48 3.25 17.62
H -0.55 1.15 17.86
H -1.30 2.18 16.65
H -2.21 1.01 17.49
C -6.84 -3.43 23.90
C -5.62 -3.12 24.76
C -5.69 -3.38 26.17
O -4.59 -2.84 24.18
H -6.80 -2.92 22.89
H -7.76 -3.20 24.35
H -6.89 -4.52 23.74
H -5.27 -4.36 26.44
H -6.77 -3.37 26.50
H -5.13 -2.63 26.73
C 2.49 7.02 26.33
C 3.75 6.34 26.87
C 3.92 4.89 26.37
O 4.54 6.84 27.61
H 1.89 6.29 25.75
H 2.86 7.85 25.70
H 1.98 7.42 27.16
H 3.98 4.90 25.26
H 3.04 4.30 26.56
H 4.84 4.46 26.68
```

HOMO energy   -9.02 eV
Energy relative to the best compared isomer or geometry (same formula, charge and spin)   287.61 kJ/mol
Kohn-Sham gap   9.497 eV
Total charge   0
SMILES   Fc1ccccc1.Fc1ccccc1.Fc1ccccc1.Fc1ccccc1.Fc1ccccc1.Fc1ccccc1.CC(C)=O.CC(C)=O.CC(C)=O.CC(C)=O.CC(C)=O.CC(C)=O

Atomic partial charges in e from the Löwdin method, atoms 1 to 5:
1. F 0.053
2. C -0.297
3. C 0.008
4. C -0.100
5. C -0.099

Entry 4:
H24O12 as an isolated structure in a non-equilibrium geometry. Source: OMol25; level of theory: the ωB97M-V functional and the def2-TZVPD basis.

The geometry in XYZ format:
```
36
H24O12 (the ωB97M-V functional and the def2-TZVPD basis)
O 0.00 -2.50 1.32
H 0.70 -1.86 1.57
H -0.68 -1.92 1.03
O -2.57 1.32 -0.64
H -3.33 0.76 -0.66
H -2.97 2.06 -0.88
O -1.48 -2.73 -1.58
H -2.39 -3.12 -1.41
H -1.64 -2.20 -2.29
O -0.57 2.36 -0.61
H -0.17 2.79 -1.38
H -1.57 2.25 -0.84
O 0.80 -0.10 -0.87
H 0.35 -1.03 -0.72
H 0.29 0.70 -0.66
O -1.05 3.55 1.19
H -0.86 3.23 0.27
H -0.54 4.29 1.34
O 2.08 -0.69 1.82
H 1.44 0.05 2.05
H 2.41 -0.59 2.67
O -0.05 1.17 2.03
H -0.61 1.93 1.90
H -0.29 0.95 3.03
O -2.04 -0.47 0.78
H -2.43 -0.22 0.02
H -1.63 0.44 1.07
O 3.47 0.21 -0.44
H 2.73 0.37 -1.12
H 3.19 -0.24 0.40
O 0.78 -3.31 -0.36
H 0.04 -3.42 -0.87
H 0.57 -3.07 0.59
O 2.73 -0.09 -2.92
H 3.32 -0.68 -2.50
H 1.95 -0.19 -2.37
```

HOMO energy   -8.24 eV
Energy relative to the best compared isomer or geometry (same formula, charge and spin)   787.38 kJ/mol
Kohn-Sham gap   7.373 eV
Total charge   0

Atomic partial charges in e from the Löwdin method, atoms 1 to 5:
1. O 0.097
2. H 0.069
3. H 0.032
4. O 0.030
5. H 0.113